{"formula": "C2H13NO3", "method": "wB97M-V/def2-TZVPD", "total_energy_ha": -364.11547, "largest_force_ev_per_a": 4.28, "s2": 0.7543, "molar_mass_g_mol": 99.1, "orbital_gap_ha": [0.4155, 0.2176], "charge": 1, "de_lowest_kj_mol": 74.33, "multiplicity": 2, "elements": ["C", "N", "C", "H", "H", "H", "H", "H", "H", "H", "H", "H", "O", "H", "H", "O", "H", "H", "O"], "positions_angstrom": [[-2.147, -0.486, 0.449], [-1.424, 0.443, -0.399], [-0.543, -0.259, -1.374], [-1.506, -1.272, 0.835], [-2.914, -0.996, -0.152], [-2.688, 0.015, 1.250], [-1.991, 1.034, -1.004], [-1.172, -0.517, -2.232], [0.334, 0.358, -1.622], [-0.178, -1.173, -0.915], [2.664, -1.118, 1.909], [1.477, -0.343, 1.467], [2.174, -0.915, 1.101], [0.412, 2.217, 1.631], [-0.255, 0.865, 1.010], [0.476, 1.267, 1.490], [2.115, -0.295, -0.705], [2.949, 0.883, -1.273], [2.217, 0.293, -1.467]]}

{"formula": "C4H7N3O2S", "method": "wB97M-V/def2-TZVPD", "total_energy_ha": -869.45609, "largest_force_ev_per_a": 6.02, "molar_mass_g_mol": 161.2, "orbital_gap_ha": 0.3540, "charge": 0, "de_lowest_kj_mol": 245.25, "multiplicity": 1, "elements": ["C", "C", "C", "C", "N", "N", "N", "O", "O", "S", "H", "H", "H", "H", "H", "H", "H"], "positions_angstrom": [[0.782, 1.006, 0.319], [-0.009, 0.913, 1.358], [-0.143, -0.216, -2.016], [0.023, -0.556, -0.531], [-1.250, -0.533, 0.152], [0.794, -1.697, -0.180], [-0.975, -0.144, 1.438], [-0.873, 0.659, -2.388], [0.514, -0.932, -2.939], [0.086, 1.914, 2.856], [1.577, 1.454, -0.146], [-1.942, 0.062, -0.349], [1.739, -1.370, 0.000], [0.383, -1.961, 0.725], [-1.770, 0.212, 1.875], [0.774, -1.840, -2.452], [0.293, 3.031, 2.277]]}

{"formula": "C5H12O2", "method": "wB97M-V/def2-TZVPD", "total_energy_ha": -348.17823, "largest_force_ev_per_a": 0.42, "molar_mass_g_mol": 104.1, "orbital_gap_ha": 0.4024, "charge": 0, "smiles": "CC[C@@H](O)CCO", "de_lowest_kj_mol": 69.79, "multiplicity": 1, "elements": ["C", "C", "C", "O", "C", "C", "O", "H", "H", "H", "H", "H", "H", "H", "H", "H", "H", "H", "H"], "positions_angstrom": [[-2.080, -0.804, 1.416], [-0.924, -1.217, 0.507], [-0.254, 0.023, -0.085], [0.156, 0.908, 0.968], [0.912, -0.223, -1.040], [1.558, 1.106, -1.449], [2.374, 1.663, -0.437], [-2.569, -1.662, 1.886], [-1.715, -0.134, 2.199], [-2.836, -0.253, 0.843], [-1.282, -1.866, -0.304], [-0.181, -1.803, 1.069], [-1.022, 0.590, -0.630], [0.921, 0.492, 1.392], [0.555, -0.753, -1.934], [1.674, -0.862, -0.572], [0.758, 1.812, -1.727], [2.198, 0.973, -2.325], [1.757, 2.010, 0.222]]}

{"formula": "C4H8OS2", "method": "wB97M-V/def2-TZVPD", "total_energy_ha": -1028.80105, "largest_force_ev_per_a": 1.55, "molar_mass_g_mol": 136.2, "orbital_gap_ha": 0.3203, "charge": 0, "smiles": "CSC(=S)CCO", "de_lowest_kj_mol": 57.72, "multiplicity": 1, "elements": ["C", "S", "C", "S", "C", "C", "O", "H", "H", "H", "H", "H", "H", "H", "H"], "positions_angstrom": [[2.122, -1.849, 1.131], [1.548, -0.204, 1.135], [0.190, -0.219, 0.059], [-0.088, -1.322, -1.107], [-0.691, 1.031, 0.276], [-1.442, 1.548, -0.984], [-2.458, 0.689, -1.429], [1.393, -2.630, 1.382], [2.858, -1.807, 1.939], [2.536, -2.048, 0.134], [-0.017, 1.835, 0.612], [-1.412, 0.813, 1.072], [-1.842, 2.550, -0.772], [-0.721, 1.747, -1.818], [-1.975, -0.134, -1.630]]}

{"formula": "CH4NO3", "method": "wB97M-V/def2-TZVPD", "total_energy_ha": -320.93613, "largest_force_ev_per_a": 3.52, "molar_mass_g_mol": 78.0, "orbital_gap_ha": 0.2875, "charge": -1, "smiles": "[O-][C@H](O)NO", "de_lowest_kj_mol": 369.13, "multiplicity": 1, "elements": ["O", "C", "O", "N", "O", "H", "H", "H", "H"], "positions_angstrom": [[0.284, -1.356, 0.194], [0.518, -0.156, -0.246], [1.590, 0.594, 0.337], [-0.710, 0.751, 0.138], [-1.860, -0.128, 0.247], [0.599, -0.084, -1.312], [1.773, 0.091, 1.071], [-0.770, 1.293, -0.654], [-1.424, -1.004, 0.227]]}

{"formula": "C4H5HoLiO3", "method": "wB97M-V/def2-TZVPD", "total_energy_ha": -1335.99279, "largest_force_ev_per_a": 7.21, "s2": 8.7536, "molar_mass_g_mol": 273.0, "orbital_gap_ha": [0.2543, 0.2840], "charge": 2, "multiplicity": 6, "elements": ["Ho", "O", "C", "H", "H", "H", "C", "C", "O", "C", "O", "Li", "H", "H"], "positions_angstrom": [[0.888, 2.864, 0.440], [1.219, 0.283, -0.153], [2.442, -0.477, -0.208], [2.570, -1.051, 0.716], [2.389, -1.145, -1.074], [3.234, 0.267, -0.320], [-2.645, 0.423, -0.287], [-1.325, 0.480, -0.067], [-0.727, 1.303, 0.809], [0.093, -0.349, 0.132], [-0.028, -1.559, 0.197], [-1.873, -1.934, 0.706], [-3.042, -0.449, -0.810], [-3.196, 1.344, -0.081]]}

{"formula": "C4H7NOS", "method": "wB97M-V/def2-TZVPD", "total_energy_ha": -684.73403, "largest_force_ev_per_a": 5.90, "molar_mass_g_mol": 117.2, "orbital_gap_ha": 0.3542, "charge": 0, "smiles": "[H]/N=C(\\O)SC(=C)C", "de_lowest_kj_mol": 191.77, "multiplicity": 1, "elements": ["H", "N", "C", "O", "S", "C", "C", "C", "H", "H", "H", "H", "H", "H"], "positions_angstrom": [[-2.092, -2.118, -0.881], [-1.663, -1.150, -0.746], [-2.154, -0.223, -0.166], [-3.310, -0.159, 0.496], [-1.200, 1.335, 0.027], [0.440, 0.686, 0.039], [1.310, 1.120, -0.879], [0.771, -0.376, 1.084], [-3.410, 0.623, 0.977], [2.322, 0.903, -0.734], [0.952, 1.921, -1.491], [0.580, 0.009, 2.187], [1.775, -0.476, 0.973], [0.295, -1.225, 0.877]]}

Copy entry 7 word for word.
{"formula": "C4H7NOS", "method": "wB97M-V/def2-TZVPD", "total_energy_ha": -684.73403, "largest_force_ev_per_a": 5.90, "molar_mass_g_mol": 117.2, "orbital_gap_ha": 0.3542, "charge": 0, "smiles": "[H]/N=C(\\O)SC(=C)C", "de_lowest_kj_mol": 191.77, "multiplicity": 1, "elements": ["H", "N", "C", "O", "S", "C", "C", "C", "H", "H", "H", "H", "H", "H"], "positions_angstrom": [[-2.092, -2.118, -0.881], [-1.663, -1.150, -0.746], [-2.154, -0.223, -0.166], [-3.310, -0.159, 0.496], [-1.200, 1.335, 0.027], [0.440, 0.686, 0.039], [1.310, 1.120, -0.879], [0.771, -0.376, 1.084], [-3.410, 0.623, 0.977], [2.322, 0.903, -0.734], [0.952, 1.921, -1.491], [0.580, 0.009, 2.187], [1.775, -0.476, 0.973], [0.295, -1.225, 0.877]]}